(1)
{"formula": "C12H18ClNO4S", "method": "wB97M-V/def2-TZVPD", "species": ["C", "C", "H", "H", "O", "C", "C", "C", "C", "C", "C", "S", "O", "O", "N", "H", "C", "C", "O", "C", "H", "H", "H", "H", "H", "H", "H", "H", "Cl", "C", "H", "H", "H", "H", "H", "H", "H"], "positions_angstrom": [[0.6001, -4.0851, -1.3443], [0.2451, -3.4192, -0.0228], [1.1338, -3.3417, 0.6111], [-0.5271, -3.9872, 0.5134], [-0.2526, -2.1142, -0.3171], [0.1665, -1.0741, 0.4498], [0.2580, -1.1197, 1.8381], [0.6260, 0.0014, 2.5696], [0.9045, 1.1807, 1.8771], [0.8379, 1.2396, 0.4951], [0.4699, 0.1134, -0.2042], [0.5231, 0.0985, -1.9989], [0.6986, 1.4387, -2.4669], [1.4982, -0.8889, -2.3638], [-0.9281, -0.4556, -2.5811], [-1.0948, -1.3993, -2.2659], [-2.0665, 0.4228, -2.5457], [-2.8503, 0.3877, -1.2326], [-2.1222, 1.0803, -0.2473], [-2.7202, 1.0372, 1.0217], [-2.0835, 1.6190, 1.6841], [-3.7267, 1.4730, 1.0018], [-2.7881, 0.0072, 1.3946], [-3.8351, 0.8606, -1.3750], [-3.0131, -0.6572, -0.9201], [-1.6692, 1.4273, -2.7015], [-2.7347, 0.1624, -3.3723], [1.0653, 2.1387, -0.0538], [1.3517, 2.5978, 2.7554], [0.7170, -0.0467, 4.0612], [0.0583, 0.6994, 4.5028], [1.7316, 0.1861, 4.3814], [0.4442, -1.0286, 4.4369], [0.0291, -2.0371, 2.3607], [1.1078, -5.0280, -1.1627], [-0.2970, -4.2712, -1.9288], [1.2502, -3.4198, -1.9088]], "forces_ev_per_a": [[-0.090, 0.296, 0.284], [0.143, -0.475, -0.084], [-0.103, 0.056, -0.017], [0.149, 0.123, -0.011], [-0.111, 0.061, 0.095], [0.046, 0.173, 0.252], [-0.081, -0.081, -0.312], [0.056, 0.175, -0.081], [-0.077, -0.303, -0.265], [0.008, 0.015, 0.068], [0.119, -0.346, -0.636], [0.228, -0.500, -0.271], [-0.311, 0.251, 0.259], [-0.187, -0.105, 0.185], [0.964, 0.163, 0.327], [0.084, -0.194, 0.053], [-0.542, 0.410, 0.370], [-0.069, 0.069, -0.242], [-0.055, 0.046, -0.338], [-0.046, -0.043, 0.063], [-0.039, 0.000, 0.090], [0.025, 0.000, 0.029], [-0.001, 0.015, 0.006], [0.066, -0.083, -0.010], [-0.037, 0.059, -0.019], [-0.303, 0.049, -0.116], [0.078, 0.081, 0.057], [0.034, 0.170, 0.026], [0.086, 0.287, 0.124], [-0.003, -0.015, -0.014], [-0.016, 0.022, 0.096], [0.037, 0.014, 0.092], [-0.017, -0.065, 0.036], [-0.044, -0.090, 0.035], [0.020, -0.132, -0.008], [-0.086, -0.065, -0.085], [0.073, -0.037, -0.037]], "largest_force_ev_per_a": 1.03, "total_energy_ev": -45772.9578, "orbital_gap_ev": 9.381, "de_lowest_ev": 0.000}

***

(2)
{"formula": "C5H8N2", "method": "wB97M-V/def2-TZVPD", "species": ["C", "C", "C", "C", "N", "C", "N", "H", "H", "H", "H", "H", "H", "H", "H"], "positions_angstrom": [[1.2688, 0.8727, 0.9949], [0.1665, 0.5918, 0.0435], [0.2086, -1.9092, 0.3762], [-1.0331, -1.8685, -0.1113], [-2.1011, -1.5085, -0.5401], [-1.0442, 0.9498, -0.3785], [0.0585, 0.6187, -1.3921], [0.9328, 0.7537, 2.0283], [2.1370, 0.2308, 0.8255], [1.5852, 1.9159, 0.8563], [0.3609, -2.0821, 1.4369], [1.0309, -2.0846, -0.3091], [-1.6548, 1.8320, -0.2397], [-1.9692, -0.3813, -0.5275], [0.5381, 1.4684, -1.7245]], "forces_ev_per_a": [[0.004, -0.021, 0.011], [-0.291, 0.159, 0.044], [-0.110, -0.065, -0.059], [-0.358, 0.270, -0.138], [0.669, -0.296, 0.285], [0.187, 0.106, 0.308], [0.220, 0.078, -0.211], [0.022, 0.018, -0.162], [-0.158, 0.070, -0.006], [-0.053, -0.126, 0.005], [-0.046, 0.026, -0.149], [-0.107, 0.018, 0.079], [0.089, -0.123, -0.003], [-0.022, 0.018, -0.026], [-0.048, -0.133, 0.022]], "largest_force_ev_per_a": 0.78, "total_energy_ev": -8289.4775, "orbital_gap_ev": 8.967, "de_lowest_ev": 5.519}